Computed, not measured: C23H29ClN2O3 in the gas phase, with wB97M-V/def2-TZVPD.

```
! RIJCOSX wB97M-V def2-TZVPD def2/J DEFGRID3
* xyz 0 1
C -1.828 3.410 -2.030
H -2.444 2.701 -1.474
O -0.654 2.808 -2.526
C 0.301 2.318 -1.688
C 1.461 1.911 -2.340
C 2.522 1.325 -1.672
C 2.441 1.199 -0.294
C 1.314 1.629 0.381
C 0.226 2.168 -0.294
O -0.936 2.533 0.362
C -0.838 2.911 1.717
H 0.047 3.531 1.901
H -1.728 3.519 1.915
C -0.843 1.756 2.726
O -0.542 1.936 3.887
N -1.243 0.580 2.217
H -1.418 0.521 1.224
C -1.300 -0.637 3.001
C -2.506 -1.476 2.585
C -2.578 -2.752 3.418
C -1.292 -3.559 3.273
C -0.090 -2.721 3.698
C -0.005 -1.445 2.868
H 0.163 -1.699 1.818
H 0.833 -0.832 3.205
H 0.829 -3.299 3.580
H -0.187 -2.458 4.754
H -1.171 -3.867 2.231
H -1.350 -4.462 3.883
H -3.434 -3.351 3.099
H -2.725 -2.490 4.468
H -2.417 -1.739 1.527
H -3.420 -0.891 2.711
H -1.408 -0.318 4.044
H 1.272 1.521 1.453
H 3.256 0.762 0.262
C 3.715 0.800 -2.438
N 3.415 -0.044 -3.578
H 2.921 0.481 -4.292
C 2.694 -1.270 -3.286
C 1.248 -1.094 -2.878
C 0.831 -1.356 -1.579
C -0.479 -1.148 -1.191
C -1.407 -0.670 -2.097
C -1.023 -0.416 -3.401
C 0.290 -0.635 -3.779
Cl 0.726 -0.320 -5.428
H -1.734 -0.047 -4.124
H -2.431 -0.500 -1.798
H -0.776 -1.368 -0.176
H 1.553 -1.722 -0.864
H 3.235 -1.792 -2.492
H 2.737 -1.884 -4.193
H 4.352 0.222 -1.760
H 4.306 1.641 -2.817
H 1.491 2.059 -3.408
H -1.605 4.270 -1.395
H -2.368 3.747 -2.915
*
```

Output
- ΔE to the lowest compared entry with this formula, charge and spin (kcal/mol) = 3.1
- SMILES = COc1cc(CNCc2ccccc2Cl)ccc1OCC(=O)NC1CCCCC1
- lowest unoccupied orbital energy (eV) = 0.641

---

Computed, not measured: C6H9NS2 in the gas phase at a distorted geometry, with wB97M-V/def2-TZVPD.

```
! RIJCOSX wB97M-V def2-TZVPD def2/J DEFGRID3
* xyz 0 1
C -1.161 -1.090 -0.073
C 0.009 -0.418 -0.964
C -0.842 -2.789 -1.751
C -1.642 -0.652 1.242
C 2.162 0.480 -0.576
C 0.674 0.851 -0.789
N -1.297 -2.339 -0.531
S -1.104 -4.231 -2.554
S 0.145 -1.446 -2.292
H -2.466 -1.261 1.670
H -1.943 0.333 1.204
H -0.959 -0.794 2.123
H 2.208 -0.182 0.234
H 2.666 1.343 -0.256
H 2.516 0.039 -1.506
H 0.405 1.600 -1.471
H 0.296 1.218 0.200
H -2.062 -2.813 -0.065
*
```

Output
- ΔE to the lowest compared entry with this formula, charge and spin (kcal/mol) = 45.6
- SMILES = CCc1sc(=S)[nH]c1C
- lowest unoccupied orbital energy (eV) = 0.391

---

Number 1: HOMO-LUMO gap 8.9 eV. Number 2: HOMO-LUMO gap 7.5 eV.